{"formula": "C22H17F3NO5S2", "method": "ωB97M-V/def2-TZVPD", "homo_ev": -2.837, "charge": -1, "lumo_ev": 2.1, "de_lowest_kcal_mol": 0.0, "symbols": ["C", "C", "C", "C", "C", "S", "N", "C", "O", "O", "O", "C", "C", "H", "H", "H", "H", "H", "H", "H", "F", "C", "F", "F", "C", "C", "C", "C", "C", "S", "C", "C", "C", "C", "C", "C", "O", "O", "C", "C", "H", "H", "H", "H", "H", "H", "H", "H", "H", "H"], "coordinates": [[-4.809, -0.337, 2.072], [-3.354, -0.314, 1.782], [-2.654, -1.503, 1.639], [-1.307, -1.490, 1.347], [-0.653, -0.292, 1.200], [1.120, -0.278, 0.832], [1.579, -0.500, 2.382], [2.650, 0.066, 2.746], [3.610, 0.601, 3.099], [1.295, -1.478, -0.037], [1.349, 1.110, 0.327], [-1.330, 0.893, 1.333], [-2.677, 0.887, 1.626], [-5.208, 0.674, 2.162], [-5.346, -0.849, 1.272], [-5.004, -0.861, 3.008], [-3.169, -2.442, 1.757], [-0.751, -2.405, 1.215], [-0.793, 1.817, 1.189], [-3.206, 1.819, 1.733], [5.585, -5.138, 8.017], [4.560, -4.460, 8.571], [3.412, -5.147, 8.408], [4.794, -4.250, 9.883], [4.437, -3.107, 7.888], [3.198, -2.495, 7.747], [3.094, -1.237, 7.220], [4.262, -0.527, 6.824], [4.185, 0.768, 6.396], [5.687, 1.689, 6.072], [4.974, 3.176, 5.383], [4.485, 3.210, 4.098], [3.938, 4.375, 3.599], [3.867, 5.497, 4.399], [4.352, 5.460, 5.690], [4.911, 4.296, 6.177], [6.195, 2.062, 7.447], [6.551, 0.914, 5.110], [5.514, -1.194, 6.939], [5.583, -2.454, 7.458], [2.326, -3.017, 8.101], [2.137, -0.746, 7.152], [3.240, 1.254, 6.265], [4.495, 2.312, 3.503], [3.565, 4.408, 2.588], [3.442, 6.408, 4.011], [4.287, 6.335, 6.317], [5.295, 4.244, 7.183], [6.401, -0.689, 6.593], [6.534, -2.951, 7.553]]}



{"formula": "C22H17F4N9O3S3V", "method": "ωB97M-V/def2-TZVPD", "homo_ev": [-1.553, -1.620], "charge": -2, "lumo_ev": [3.2, 3.2], "de_lowest_kcal_mol": 5.1, "spin_multiplicity": 4, "symbols": ["V", "C", "O", "C", "O", "N", "N", "H", "H", "H", "H", "H", "H", "S", "C", "S", "S", "N", "C", "C", "N", "C", "C", "N", "H", "H", "H", "H", "H", "F", "C", "C", "F", "C", "C", "C", "F", "C", "C", "C", "N", "C", "N", "F", "C", "C", "N", "C", "N", "C", "O", "C", "C", "H", "H", "H", "H", "H", "H"], "coordinates": [[0.871, -1.029, 0.063], [-0.218, 0.576, 5.500], [-0.437, 0.130, 4.174], [0.373, 0.549, 3.170], [0.117, 0.216, 2.038], [1.396, 1.367, 3.525], [2.308, 1.864, 2.578], [-1.046, 0.185, 6.086], [-0.215, 1.667, 5.557], [0.715, 0.175, 5.906], [1.739, 1.346, 4.468], [1.758, 2.285, 1.837], [2.800, 1.073, 2.151], [5.174, -2.597, -0.199], [3.634, -2.005, -0.129], [2.992, -1.142, 1.286], [2.436, -2.180, -1.377], [2.712, 4.638, -1.447], [1.634, 3.917, -0.989], [1.742, 2.528, -0.753], [0.705, 1.823, -0.363], [-0.453, 2.460, -0.159], [-0.535, 3.822, -0.343], [0.500, 4.559, -0.757], [3.386, 4.117, -1.984], [2.457, 5.519, -1.867], [2.669, 1.999, -0.950], [-1.307, 1.864, 0.134], [-1.472, 4.340, -0.175], [-3.335, 0.901, -5.748], [-2.202, 1.577, -5.470], [-1.813, 2.553, -6.369], [-2.622, 2.749, -7.427], [-0.663, 3.346, -6.219], [0.067, 3.017, -5.072], [-0.326, 2.047, -4.178], [0.466, 1.827, -3.105], [-1.492, 1.292, -4.303], [-1.935, 0.360, -3.276], [-1.143, -0.142, -2.264], [-0.596, -0.579, -1.334], [-3.299, 0.023, -3.098], [-4.404, -0.259, -2.900], [1.223, 3.657, -4.794], [-0.276, 4.396, -7.140], [-0.818, 4.515, -8.432], [-1.221, 4.641, -9.511], [0.655, 5.389, -6.785], [1.400, 6.235, -6.516], [1.357, -4.303, 1.103], [0.031, -3.760, 1.310], [-0.213, -2.527, 0.944], [-1.660, -2.242, 1.236], [2.092, -3.656, 1.576], [1.558, -4.366, 0.036], [1.330, -5.288, 1.564], [-2.127, -3.041, 1.816], [-2.182, -2.130, 0.280], [-1.757, -1.287, 1.754]]}



{"formula": "C22H17F6GeMgN2O8S3", "method": "ωB97M-V/def2-TZVPD", "homo_ev": -4.612, "charge": -1, "lumo_ev": 2.5, "de_lowest_kcal_mol": 59.8, "symbols": ["Mg", "F", "C", "F", "F", "S", "O", "O", "N", "S", "O", "O", "C", "F", "F", "F", "O", "S", "O", "O", "O", "C", "C", "C", "C", "C", "C", "C", "C", "N", "H", "H", "H", "H", "H", "H", "Ge", "C", "C", "C", "C", "C", "C", "C", "C", "C", "C", "C", "C", "H", "H", "H", "H", "H", "H", "H", "H", "H", "H", "H"], "coordinates": [[0.374, -0.275, -0.912], [4.868, -1.734, 1.055], [3.536, -1.851, 1.074], [3.210, -2.867, 0.275], [3.194, -2.212, 2.316], [2.620, -0.235, 0.672], [1.259, -0.687, 0.723], [3.035, 0.619, 1.729], [3.130, 0.267, -0.704], [2.608, -0.429, -2.005], [2.169, 0.439, -3.030], [1.890, -1.627, -1.705], [4.253, -1.076, -2.679], [4.856, -1.875, -1.790], [4.061, -1.796, -3.789], [5.115, -0.106, -2.984], [-0.742, -0.825, -2.414], [-1.898, -0.871, -1.542], [-3.056, -0.220, -2.054], [-2.236, -2.342, -1.241], [-1.515, -0.349, -0.194], [0.098, 1.888, -0.938], [1.235, 2.746, -1.203], [1.497, 3.224, -2.501], [2.537, 4.082, -2.756], [3.363, 4.520, -1.710], [3.128, 4.037, -0.415], [2.092, 3.169, -0.171], [4.385, 5.450, -1.942], [5.214, 6.231, -2.118], [-0.682, 2.008, -1.695], [-0.326, 2.089, 0.050], [0.869, 2.879, -3.311], [2.717, 4.441, -3.761], [3.761, 4.369, 0.396], [1.947, 2.779, 0.828], [-2.847, -2.217, 0.505], [-4.394, -0.963, 0.548], [-5.613, -1.444, 0.082], [-6.736, -0.634, 0.062], [-6.655, 0.671, 0.521], [-5.443, 1.160, 0.979], [-4.318, 0.350, 0.993], [-1.441, -2.373, 1.915], [-1.017, -3.636, 2.313], [-0.048, -3.773, 3.292], [0.493, -2.649, 3.893], [0.076, -1.389, 3.502], [-0.894, -1.253, 2.525], [-3.502, -3.648, 0.448], [-5.668, -2.468, -0.273], [-7.680, -1.019, -0.303], [-7.533, 1.305, 0.523], [-5.375, 2.180, 1.335], [-3.369, 0.743, 1.331], [-1.452, -4.514, 1.849], [0.294, -4.755, 3.590], [1.246, -2.754, 4.658], [0.514, -0.509, 3.949], [-1.204, -0.269, 2.208]]}



{"formula": "C22H17F6N2O7P", "method": "ωB97M-V/def2-TZVPD", "homo_ev": -10.075, "charge": 0, "lumo_ev": -1.8, "smiles": "O=[PH2]C1=C(CCF)C(=O)C(C(F)(F)C(F)(F)F)=CC1=O.O=[N+]([O-])c1ccccc1.O=[N+]([O-])c1ccccc1", "symbols": ["O", "P", "C", "C", "C", "C", "F", "C", "O", "C", "C", "F", "F", "C", "F", "F", "F", "C", "C", "O", "H", "H", "H", "H", "H", "H", "H", "O", "N", "O", "C", "C", "C", "C", "C", "C", "H", "H", "H", "H", "H", "O", "N", "O", "C", "C", "C", "C", "C", "C", "H", "H", "H", "H", "H"], "coordinates": [[2.532, 0.725, -0.352], [1.506, -0.152, 0.386], [-0.079, 0.714, 0.892], [-0.280, 2.100, 1.025], [0.912, 3.115, 0.783], [2.017, 3.048, 1.955], [1.673, 2.100, 2.993], [-1.751, 2.610, 1.432], [-1.850, 3.691, 2.035], [-3.013, 1.714, 0.990], [-4.413, 2.371, 0.657], [-4.403, 2.690, -0.739], [-4.633, 3.608, 1.325], [-5.681, 1.438, 0.912], [-5.804, 0.384, -0.028], [-6.826, 2.253, 0.688], [-5.806, 0.988, 2.239], [-2.792, 0.330, 0.903], [-1.342, -0.224, 1.210], [-1.134, -1.363, 1.695], [2.095, -0.875, 1.496], [1.112, -1.188, -0.548], [1.421, 3.008, -0.232], [0.471, 4.174, 0.836], [3.045, 2.744, 1.569], [2.147, 4.064, 2.479], [-3.588, -0.446, 0.623], [1.086, -3.670, 0.609], [1.450, -4.335, 1.566], [2.580, -4.318, 2.029], [0.466, -5.216, 2.198], [-0.823, -5.291, 1.676], [-1.747, -6.146, 2.264], [-1.384, -6.914, 3.366], [-0.097, -6.827, 3.889], [0.835, -5.976, 3.305], [-1.118, -4.697, 0.818], [-2.752, -6.217, 1.862], [-2.107, -7.585, 3.819], [0.180, -7.425, 4.750], [1.835, -5.919, 3.719], [0.008, 0.920, -4.272], [0.648, 1.698, -3.583], [0.342, 2.027, -2.448], [1.863, 2.278, -4.158], [2.226, 1.957, -5.464], [3.367, 2.528, -6.015], [4.138, 3.409, -5.263], [3.775, 3.718, -3.955], [2.634, 3.153, -3.397], [1.633, 1.272, -6.060], [3.655, 2.290, -7.033], [5.025, 3.858, -5.698], [4.382, 4.402, -3.372], [2.361, 3.404, -2.379]]}